[1]
{"formula": "C3H4N3S", "method": "ωB97M-V with the def2-TZVPD basis set", "homo_lumo_gap_ev": 6.4, "largest_force_ev_per_a": 2.4, "smiles": "Nn1cncc1[S-]", "charge": -1, "symbols": ["N", "N", "C", "N", "C", "C", "S", "H", "H", "H", "H"], "positions_angstrom": [[-0.808852, -0.461267, -1.543526], [-0.105998, -0.197485, -0.387445], [0.201067, -1.129664, 0.519544], [0.852586, -0.640761, 1.540042], [0.902133, 0.729785, 1.319773], [0.345926, 1.026200, 0.079801], [-0.118260, 2.480869, -0.686283], [-1.464282, 0.270778, -1.831880], [-1.384042, -1.312685, -1.515122], [0.289116, -2.200787, 0.447741], [1.290606, 1.435017, 2.057356]], "forces_ev_per_angstrom": [[-1.0, -0.5, -2.1], [-0.2, -0.1, 0.3], [1.2, -1.3, 1.2], [0.2, 1.5, 0.8], [0.1, -0.7, -0.2], [-0.9, 0.2, 0.4], [0.0, 0.6, -0.4], [0.7, 0.4, 0.7], [0.7, 0.4, 0.8], [-0.8, -0.2, -0.9], [-0.1, -0.3, -0.5]], "nbo_charge": [-0.655, -0.211, 0.058, -0.490, -0.185, -0.045, -0.565, 0.383, 0.346, 0.174, 0.189]}

[2]
{"formula": "C5H7Cl2P", "method": "ωB97M-V with the def2-TZVPD basis set", "homo_lumo_gap_ev": 8.9, "largest_force_ev_per_a": 3.8, "smiles": "C[C@]1(Cl)CCP=C1Cl", "charge": 0, "symbols": ["C", "C", "Cl", "C", "C", "P", "C", "Cl", "H", "H", "H", "H", "H", "H", "H"], "positions_angstrom": [[0.489389, -1.515415, -0.960445], [0.845774, -0.498728, 0.114201], [1.298225, -1.470308, 1.503667], [-0.247969, 0.479913, 0.410044], [0.287606, 1.562973, 1.271576], [1.909717, 1.998924, 0.485990], [2.089036, 0.440953, -0.121651], [3.493385, 0.135553, -1.068037], [-0.086399, -1.057219, -1.703215], [-0.124045, -2.211294, -0.516711], [1.461787, -2.071208, -1.332853], [-1.157896, -0.095929, 0.800717], [-0.703268, 0.920451, -0.515950], [-0.396955, 2.427066, 1.244090], [0.429012, 1.467529, 2.340070]], "forces_ev_per_angstrom": [[3.7, 0.2, -0.4], [1.8, 0.3, -1.7], [0.2, -0.6, 1.5], [-2.9, -1.5, 0.2], [-0.4, 2.2, 0.0], [0.2, -0.4, 0.2], [-1.2, 1.1, -0.1], [-0.2, -0.8, 0.0], [-0.4, 0.7, -1.7], [-1.3, -1.8, 1.0], [-2.1, 1.2, 0.5], [1.2, 0.7, 0.1], [1.0, -0.3, 0.4], [0.3, -0.1, -0.3], [0.1, -1.0, 0.2]], "nbo_charge": [-0.611, -0.080, -0.036, -0.432, -0.727, 0.696, -0.463, 0.048, 0.212, 0.222, 0.230, 0.227, 0.230, 0.234, 0.248]}

[3]
{"formula": "C4H12N2O", "method": "ωB97M-V with the def2-TZVPD basis set", "homo_lumo_gap_ev": 10.2, "largest_force_ev_per_a": 2.1, "smiles": "NCC[C@@H](N)CO", "charge": 0, "symbols": ["N", "C", "C", "C", "N", "C", "O", "H", "H", "H", "H", "H", "H", "H", "H", "H", "H", "H", "H"], "positions_angstrom": [[0.330530, -2.460049, 0.587836], [0.502522, -1.703081, -0.653155], [-0.329241, -0.429495, -0.600542], [0.254053, 0.627300, 0.345999], [1.089774, 1.615782, -0.336412], [-0.897783, 1.422259, 0.990709], [-1.633477, 2.215486, 0.076175], [0.814974, -3.341859, 0.493079], [0.714150, -2.017005, 1.407145], [1.528185, -1.412252, -0.836710], [0.071369, -2.321732, -1.436400], [-0.367363, 0.024749, -1.607220], [-1.384780, -0.697041, -0.515239], [0.750268, 0.147308, 1.176476], [1.525737, 1.261147, -1.160261], [0.623732, 2.498003, -0.401485], [-0.489645, 2.014783, 1.814522], [-1.592050, 0.714515, 1.463810], [-1.510955, 1.841181, -0.808328]], "forces_ev_per_angstrom": [[0.0, -0.5, -0.2], [-1.0, 0.4, 0.6], [0.1, 0.1, -1.3], [-1.8, 1.1, -0.4], [0.4, -1.0, 1.3], [-0.1, -1.0, 0.6], [0.3, 0.2, -0.2], [0.0, -0.1, 0.1], [0.1, 0.3, 0.0], [0.5, -0.2, -0.4], [0.5, -0.1, -0.3], [0.5, -0.1, 0.1], [0.0, 0.0, 1.0], [0.5, -0.2, 0.2], [0.1, 0.3, -0.5], [0.0, 0.3, -0.5], [-0.1, 0.5, -0.3], [0.2, -0.1, 0.0], [-0.1, 0.1, 0.3]], "nbo_charge": [-0.840, -0.213, -0.436, -0.078, -0.861, -0.060, -0.720, 0.357, 0.351, 0.162, 0.196, 0.196, 0.220, 0.176, 0.364, 0.379, 0.176, 0.166, 0.467]}

[4]
{"formula": "C3H7NO2S", "method": "ωB97M-V with the def2-TZVPD basis set", "homo_lumo_gap_ev": [8.1, 6.6], "largest_force_ev_per_a": 2.9, "charge": 0, "symbols": ["C", "C", "C", "N", "O", "O", "S", "H", "H", "H", "H", "H", "H", "H"], "positions_angstrom": [[0.173269, -0.542400, 0.257309], [0.179064, -2.003503, 0.249486], [-0.473179, 1.584218, -0.468951], [-0.704370, 0.196158, -0.503478], [-3.153635, -0.685641, -1.007251], [-2.807288, 0.733772, 1.054765], [-2.442642, -0.383203, 0.210708], [0.423937, -0.140694, 1.293051], [1.057475, -0.668970, -0.514932], [-0.074284, -2.368120, -0.704574], [0.623896, -2.603230, 1.120359], [0.514618, 1.698148, -0.115877], [-0.556149, 1.888819, -1.514152], [-1.258587, 2.214444, 0.142820]], "forces_ev_per_angstrom": [[1.8, -0.9, 1.3], [-0.2, 1.0, 1.8], [-2.0, 2.1, -0.3], [-1.3, -2.1, 0.4], [-0.5, 0.4, 0.3], [-0.5, 0.1, -0.3], [0.7, -0.8, -0.2], [0.3, -0.1, -1.4], [0.0, 0.5, 1.2], [-0.4, -1.2, -0.8], [-0.7, 1.0, -1.7], [1.1, 1.0, 0.5], [0.2, 0.6, 0.2], [1.6, -1.4, -0.9]], "nbo_charge": [-0.312, -0.244, -0.452, -0.531, -0.902, -0.919, 1.740, 0.211, 0.325, 0.205, 0.235, 0.190, 0.213, 0.241]}

[5]
{"formula": "C23H29N6Se2Si2Zr", "method": "ωB97M-V with the def2-TZVPD basis set", "homo_lumo_gap_ev": 6.9, "largest_force_ev_per_a": 0.1, "charge": 3, "symbols": ["Zr", "C", "Si", "C", "C", "C", "C", "C", "C", "C", "C", "N", "Si", "C", "C", "C", "H", "H", "H", "H", "H", "H", "H", "H", "H", "H", "H", "H", "H", "H", "H", "H", "H", "H", "H", "H", "H", "H", "Se", "N", "C", "C", "C", "C", "N", "C", "N", "H", "H", "H", "Se", "N", "C", "C", "C", "C", "C", "C", "N", "H", "H", "H", "H"], "positions_angstrom": [[-0.614561, -0.347911, 0.381403], [-1.758925, 4.425406, -0.484022], [-1.370541, 2.706620, -1.066776], [0.405649, 2.598922, -1.636635], [-2.520877, 2.107511, -2.399080], [-1.536128, 1.536295, 0.504488], [-0.495428, 1.940252, 1.486999], [-0.555515, 2.931645, 2.464464], [0.570982, 3.178942, 3.223776], [1.734498, 2.419427, 3.030801], [1.723535, 1.419325, 2.093989], [0.629872, 1.189508, 1.336882], [-3.322582, 1.144309, 1.038842], [-4.546647, 2.527563, 0.972978], [-3.179290, 0.410151, 2.757379], [-3.782968, -0.209256, -0.218932], [-1.714522, 5.102887, -1.341388], [-1.022170, 4.783926, 0.237321], [-2.751882, 4.523714, -0.046031], [0.515499, 3.255868, -2.504327], [0.722248, 1.603861, -1.959997], [1.108152, 2.960613, -0.882920], [-2.363563, 2.732328, -3.282674], [-3.579119, 2.186127, -2.149185], [-2.309577, 1.077850, -2.700105], [-1.458186, 3.515518, 2.584769], [0.563052, 3.967315, 3.965849], [2.628026, 2.615761, 3.606284], [2.590340, 0.796602, 1.908143], [-4.292700, 3.319268, 1.680550], [-5.528450, 2.140352, 1.259661], [-4.644502, 2.969289, -0.018844], [-2.981906, 1.186480, 3.499926], [-2.379904, -0.335441, 2.860859], [-4.106508, -0.084522, 3.056963], [-4.307259, 0.237765, -1.065011], [-4.452623, -0.946153, 0.228061], [-2.958103, -0.779123, -0.691070], [1.309872, -2.171443, 3.524537], [0.297321, -3.554434, 3.858402], [-0.714513, -3.578958, 3.005954], [-1.786209, -4.515848, 2.915178], [-2.717828, -4.298639, 1.938547], [-2.629112, -3.186404, 1.064572], [-1.654706, -2.291525, 1.111866], [-0.709482, -2.508907, 2.069631], [0.277944, -1.631010, 2.148453], [-1.844738, -5.353803, 3.598707], [-3.554917, -4.971459, 1.813709], [-3.393250, -3.042762, 0.310555], [-1.177665, -1.804226, -2.855990], [-0.068306, -1.034733, -1.605097], [1.199992, -1.173987, -2.046327], [2.368094, -0.698076, -1.413248], [3.569182, -0.940262, -2.018081], [3.687067, -1.647541, -3.255214], [2.591418, -2.110015, -3.901234], [1.310754, -1.880725, -3.306695], [0.175351, -2.275216, -3.843454], [2.318598, -0.118435, -0.497334], [4.476378, -0.574521, -1.553808], [4.672687, -1.796866, -3.673802], [2.641877, -2.637716, -4.843844]], "forces_ev_per_angstrom": [[-0.1, 0.0, 0.1], [0.1, 0.0, 0.0], [-0.1, 0.0, 0.1], [0.0, 0.0, 0.0], [0.0, 0.0, 0.0], [0.0, 0.1, -0.1], [0.0, 0.1, 0.0], [0.0, 0.0, 0.0], [0.1, 0.0, 0.0], [-0.1, 0.0, 0.0], [0.0, 0.0, 0.0], [-0.1, 0.0, 0.0], [0.0, 0.0, 0.0], [0.0, 0.0, 0.0], [-0.1, 0.0, 0.0], [0.0, 0.0, 0.0], [0.0, 0.0, 0.0], [0.0, 0.0, 0.0], [0.0, 0.0, 0.0], [0.0, 0.0, 0.0], [0.0, 0.0, 0.0], [0.0, 0.0, 0.0], [0.0, 0.0, 0.0], [0.0, 0.0, 0.0], [0.0, 0.0, 0.0], [0.0, 0.0, 0.0], [0.0, 0.0, 0.0], [0.0, 0.0, 0.0], [0.0, 0.0, 0.0], [0.0, 0.0, 0.0], [0.0, 0.0, 0.0], [0.0, 0.0, 0.0], [0.0, 0.0, 0.0], [0.0, 0.0, 0.0], [0.0, 0.0, 0.0], [0.0, 0.0, 0.0], [0.0, 0.0, 0.0], [0.0, 0.0, 0.0], [-0.1, -0.1, 0.0], [0.1, 0.0, 0.0], [-0.1, 0.1, -0.1], [0.0, 0.0, 0.0], [0.0, 0.0, 0.0], [0.0, 0.0, 0.0], [-0.1, -0.1, 0.0], [0.1, 0.0, 0.1], [0.0, 0.1, 0.0], [0.0, 0.0, 0.0], [0.0, 0.0, 0.0], [0.0, 0.0, 0.0], [0.1, 0.0, 0.0], [0.0, 0.0, 0.0], [0.0, -0.1, -0.1], [0.0, 0.0, 0.0], [0.0, 0.0, 0.0], [0.0, 0.0, 0.0], [0.0, 0.0, 0.0], [0.0, 0.1, 0.1], [-0.1, 0.0, 0.0], [0.0, 0.0, 0.0], [0.0, 0.0, 0.0], [0.0, 0.0, 0.0], [0.0, 0.0, 0.0]], "nbo_charge": [2.348, -1.138, 1.717, -1.132, -1.137, -1.414, 0.231, -0.238, -0.069, -0.221, 0.057, -0.664, 1.678, -1.128, -1.113, -1.078, 0.283, 0.252, 0.258, 0.287, 0.224, 0.251, 0.285, 0.256, 0.223, 0.259, 0.266, 0.270, 0.222, 0.267, 0.282, 0.264, 0.272, 0.206, 0.279, 0.288, 0.265, 0.167, 1.202, -0.507, 0.114, -0.054, -0.257, 0.190, -0.629, 0.298, -0.824, 0.284, 0.281, 0.240, 1.099, -0.970, 0.269, -0.315, -0.050, -0.189, -0.132, 0.076, -0.472, 0.224, 0.252, 0.267, 0.274]}

[6]
{"formula": "C5H11N2", "method": "ωB97M-V with the def2-TZVPD basis set", "homo_lumo_gap_ev": 10.4, "largest_force_ev_per_a": 6.1, "smiles": "C=CC(N)([NH3+])C=C", "charge": 1, "symbols": ["C", "C", "C", "N", "N", "C", "C", "H", "H", "H", "H", "H", "H", "H", "H", "H", "H", "H"], "positions_angstrom": [[-2.550172, 0.462834, -0.515283], [-1.602099, 0.146382, 0.402492], [0.172569, 0.158597, -0.105431], [0.468987, 0.693063, -1.288328], [0.797828, 0.948128, 1.041399], [0.652061, -1.246876, 0.008525], [1.948357, -1.693604, -0.038747], [-3.550249, 0.354713, -0.103088], [-2.395219, 0.822957, -1.543988], [-1.826101, -0.045908, 1.449910], [0.062065, 1.638510, -1.563640], [0.377744, -0.007884, -2.002917], [0.190777, 1.664886, 1.632489], [1.515667, 1.624309, 0.598835], [1.100148, 0.179745, 1.666879], [-0.158654, -1.938595, 0.386489], [1.946988, -2.737544, 0.278586], [2.849311, -1.023720, -0.304179]], "forces_ev_per_angstrom": [[1.3, -0.5, 1.9], [2.2, 1.1, -3.0], [-5.1, -0.8, 3.3], [0.1, 3.1, -2.9], [-0.1, 3.1, 1.0], [0.9, -1.7, 1.2], [-1.8, 1.6, 0.0], [-0.2, 0.3, -0.6], [0.0, -0.5, 0.6], [0.1, -0.3, -0.2], [0.5, -1.9, 0.5], [0.2, 0.3, -0.6], [0.9, -2.2, -1.7], [-0.4, -1.9, 1.1], [0.8, 1.1, 0.0], [1.2, 0.6, -0.7], [1.1, 0.2, -0.4], [-1.5, -1.5, 0.4]], "nbo_charge": [-0.377, -0.259, 0.248, -0.845, -0.750, -0.295, -0.332, 0.234, 0.221, 0.211, 0.405, 0.419, 0.460, 0.464, 0.471, 0.244, 0.244, 0.237]}